ORCA calculation (wB97M-V/def2-TZVPD) on a molecular structure, C18H33EuN3O3 in a non-equilibrium geometry.

Atoms and positions in Å:
C -1.51426 -2.12438 -4.91853
C -1.77613 -1.22275 -5.91494
H -1.24996 -3.13851 -5.23902
H -1.86028 -1.98376 -3.90836
C -1.78478 0.20851 -5.68756
C -1.30853 0.71471 -4.52220
H -1.04615 -0.00112 -3.78439
H -1.20731 1.78955 -4.37725
C -2.11843 -1.71639 -7.29819
H -1.93357 -2.79019 -7.36916
H -1.54118 -1.21595 -8.08194
H -3.17810 -1.54889 -7.52629
C -2.30603 1.15803 -6.73322
H -3.33165 0.91201 -7.03440
H -1.68968 1.16229 -7.63967
H -2.30595 2.17239 -6.32358
Eu -0.74191 -0.14283 2.55125
O -0.50283 -0.39606 0.14578
C 0.20888 0.09416 -0.77344
O 0.46382 1.68628 1.72213
C 1.25183 1.76433 0.75091
O 2.30208 2.55344 0.77882
N 1.14979 1.09788 -0.45050
C 3.02207 2.42636 -0.48884
C 2.19790 1.54001 -1.36443
H 3.99606 1.96480 -0.29546
H 3.14234 3.42717 -0.91439
H 2.76381 0.68804 -1.74900
H 1.76286 2.10199 -2.19363
C 0.20997 -0.27653 -2.16123
C -0.08529 -1.52783 -2.63407
H 0.61789 0.53757 -2.77078
H -0.84312 -2.15692 -2.17150
H 0.46187 -1.95077 -3.47514
C -1.77048 0.37523 5.32580
N -0.49360 0.94430 4.85856
C -0.52783 2.41556 4.89920
C 0.66106 0.42265 5.63792
C 0.89642 -1.06022 5.36663
N 0.97609 -1.32673 3.89827
C 2.25901 -0.84584 3.33726
C 0.79453 -2.76209 3.61343
H -2.60006 0.86283 4.78829
H -1.90938 0.53386 6.41248
H -1.80915 -0.70920 5.12187
H -0.55097 2.77942 5.94447
H 0.36524 2.80778 4.39382
H -1.42186 2.77597 4.36965
H 1.54266 1.02085 5.36954
H 0.45674 0.56603 6.71459
H 1.84787 -1.36941 5.83480
H 0.08466 -1.67619 5.77603
H 3.11017 -1.35842 3.83028
H 2.28873 -1.06135 2.25568
H 2.35667 0.23945 3.48744
H -0.13791 -3.10390 4.08825
H 0.71571 -2.91418 2.52253
H 1.63965 -3.36304 4.00541

Multiplicity = 8
Total charge = +2
Kohn-Sham gap (alpha / beta) = 5.961 / 5.970 eV
Energy relative to the best compared isomer or geometry (same formula, charge and spin) = 129.91 kJ/mol
E_HOMO (alpha / beta) = -12.49 / -12.49 eV



ORCA calculation (wB97M-V/def2-TZVPD) on 3 unconnected molecules or ions with the total composition C18H33FO7 in a non-equilibrium geometry.

Atoms and positions in Å:
C 2.68546 3.25154 1.81670
C 2.89831 4.51816 0.84498
O 1.68146 4.99390 0.21934
C 1.27886 6.29045 0.72820
C -0.07474 6.83217 0.01185
O -1.26922 6.57678 0.81063
C -1.76550 5.29216 0.28821
C -3.00708 4.74188 1.12120
C -3.52152 3.42048 1.07568
C -3.10937 2.11967 0.26054
C -1.58272 2.05861 -0.20841
C -1.30206 0.63999 -0.95630
F -0.70055 2.16779 0.92535
C -4.78287 3.37797 2.06674
O -5.51837 2.37022 2.03183
O -4.87074 4.58540 2.82022
C -3.98478 5.51718 2.14344
O -4.06706 6.74627 2.35208
H 1.87312 3.39518 2.60506
H 3.67508 3.00589 2.36375
H 2.41678 2.28421 1.24272
H 3.58454 4.14414 -0.00979
H 3.36076 5.38070 1.43651
H 1.07267 6.31346 1.85321
H 2.11095 7.03723 0.43465
H -0.15206 6.38635 -1.04177
H 0.05910 7.96953 -0.13953
H -0.86901 4.56971 0.39089
H -2.10026 5.45549 -0.79134
H -3.82210 1.89934 -0.62433
H -3.26308 1.22464 0.98080
H -1.37449 2.89325 -0.98348
H -2.24219 0.33690 -1.55045
H -0.37980 0.71770 -1.63686
H -1.05288 -0.15314 -0.15585
C -0.02981 -4.02824 -1.52161
C -0.61126 -3.18546 -0.39780
C -1.18821 -4.05751 0.70624
O -1.63685 -2.34028 -0.91908
H -0.80234 -4.65398 -1.98074
H 0.37066 -3.38884 -2.31326
H 0.77090 -4.67527 -1.15666
H 0.16658 -2.53630 0.01501
H -2.00092 -4.68396 0.32435
H -1.61271 -3.43905 1.50190
H -0.42171 -4.70590 1.13838
H -2.33000 -2.90508 -1.28659
C 4.38331 -7.50345 -1.56624
C 2.94999 -7.38986 -1.07138
C 2.25348 -8.74159 -1.07737
O 2.23107 -6.48214 -1.90450
H 4.41248 -7.87242 -2.59664
H 4.86781 -6.52330 -1.56748
H 4.96602 -8.18087 -0.93665
H 2.94251 -6.97709 -0.05861
H 2.20903 -9.15338 -2.09090
H 1.22130 -8.64311 -0.73046
H 2.77236 -9.45608 -0.43319
H 2.23166 -6.83809 -2.80323

Multiplicity = 1
Total charge = 0
SMILES string = CCOCCOCC1=C(C[C@H](C)F)C(=O)OC1=O.CC(C)O.CC(C)O
Kohn-Sham gap = 9.246 eV
E_HOMO = -9.77 eV